The following is a quantum chemistry calculation of 2 unconnected molecules or ions with the total composition C2H4NO2 in a non-equilibrium geometry, from the Open Molecules 2025 dataset.

Last column: natural (NBO) charge in e.
Atoms and positions in Å:
O: -1.39143 0.66880 0.41844  -0.74
C: -1.25669 -0.47475 -0.19697  0.49
N: -0.35047 -1.22114 -0.88677  -1.04
C: 1.28684 1.06307 0.22078  0.30
O: 2.19457 1.88849 0.13991  -0.61
H: -2.10660 -1.24550 0.00200  -0.01
H: -0.12971 -2.05631 -0.23559  0.34
H: 1.16300 0.43439 1.13870  0.10
H: 0.59048 0.94294 -0.60051  0.17

Computed properties:
Charge: -1
Electronic energy, eV: -7722.409
E_LUMO, Ha: 0.15871
Energy above the lowest of the compared OMol25 structures with the same formula, charge and spin, kJ/mol: 309.09
Spin multiplicity: 1

The following is a quantum chemistry calculation of C10H14N4O5 in the gas phase in a non-equilibrium geometry, from the Open Molecules 2025 dataset.

Last column: natural (NBO) charge in e.
Atoms and positions in Å:
C: -1.26021 1.49649 0.28255  -0.15
C: -0.27667 1.69494 -0.92781  0.68
C: -2.57786 1.04725 -0.24506  -0.43
C: -2.61983 -0.46591 -0.06391  0.09
C: -2.71653 -1.21675 1.06372  -0.13
C: -2.63015 -2.50790 -0.72654  0.14
C: 1.17035 -0.19446 -0.12541  -0.12
C: 1.80901 0.43354 1.30360  0.77
C: 2.24542 -1.11378 -0.66066  -0.57
C: 3.73819 -0.83702 -0.54918  0.77
H: -1.74422 3.53098 0.21443  0.38
H: -0.59049 3.06704 1.34011  0.37
H: -0.79509 0.88268 1.04838  0.22
H: -2.86783 1.34314 -1.27618  0.26
H: -3.35994 1.45364 0.46464  0.23
H: -2.65713 -0.93102 2.19284  0.23
H: -2.52147 -3.49088 -1.18235  0.20
H: -2.88658 -3.31272 1.22441  0.42
H: 1.51390 1.18276 -1.65303  0.41
H: 0.28574 -0.71291 -0.02619  0.24
H: 2.06509 -2.09568 -0.14698  0.25
H: 2.01840 -1.43357 -1.67033  0.28
H: 5.05012 0.40586 -1.18892  0.51
H: 3.06777 -0.88417 1.23031  0.50
N: -1.47281 2.76141 0.90999  -0.82
N: -2.51541 -1.24435 -1.20593  -0.46
N: -2.62064 -2.49862 0.64960  -0.53
N: 0.85326 0.95511 -0.94091  -0.61
O: -0.59933 2.58489 -1.77609  -0.64
O: 1.32882 1.39358 1.93022  -0.60
O: 4.56461 -1.58184 -0.04688  -0.58
O: 4.09983 0.33181 -1.12662  -0.68
O: 2.90167 -0.04353 1.68420  -0.62

Computed properties:
Charge: 0
Electronic energy, eV: -26794.260
E_LUMO, Ha: 0.00569
Energy above the lowest of the compared OMol25 structures with the same formula, charge and spin, kJ/mol: 298.22
SMILES string: N[C@@H](Cc1c[nH]cn1)C(=O)N[C@@H](CC(=O)O)C(=O)O
Spin multiplicity: 1

The following is a quantum chemistry calculation of C3H3Cl in the gas phase in a non-equilibrium geometry, from the Open Molecules 2025 dataset.

Last column: natural (NBO) charge in e.
Atoms and positions in Å:
C: -0.96121 0.05471 -0.28837  -0.29
C: 1.13220 0.53810 -1.02481  0.01
C: 0.44255 0.21303 0.06757  -0.38
Cl: 1.08761 2.14346 -1.60546  0.02
H: -1.69410 0.71574 -0.66200  0.19
H: -1.75802 -0.51667 0.29942  0.20
H: 0.47954 -0.77799 0.36216  0.24

Computed properties:
Charge: 0
Electronic energy, eV: -15675.827
E_LUMO (alpha / beta), Ha: -0.02401 / -0.03363
Energy above the lowest of the compared OMol25 structures with the same formula, charge and spin, kJ/mol: 386.67
Spin multiplicity: 1

The following is a quantum chemistry calculation of a molecular structure, C2H2ClF2P in a non-equilibrium geometry, from the Open Molecules 2025 dataset.

Last column: natural (NBO) charge in e.
Atoms and positions in Å:
C: 0.77635 -0.01884 0.10389  -0.56
C: -1.08846 0.43665 -0.15844  0.61
F: -1.70459 -0.29028 -1.05518  -0.32
F: -1.73640 0.30214 1.02184  -0.35
P: 0.99167 -1.68239 0.03813  0.48
Cl: 1.61275 1.45833 -0.04611  0.07
H: -1.13506 1.43817 -0.34279  0.12
H: 2.28374 -1.64378 0.43865  -0.06

Computed properties:
Charge: 0
Electronic energy, eV: -29349.608
E_LUMO, Ha: -0.01615
Energy above the lowest of the compared OMol25 structures with the same formula, charge and spin, kJ/mol: 122.79
Spin multiplicity: 1